(1)
This record from OMol25 describes a cluster of 2 separate species, C26H32N4O2S in total in a non-equilibrium geometry. The level of theory is ωB97M-V/def2-TZVPD.

The geometry in XYZ format:
```
65
Properties=species:S:1:pos:R:3:forces:R:3
H -7.19099 2.17792 -2.84228 0.2 0.0 -0.1
C -1.10444 -3.59804 0.27734 -0.1 0.1 0.3
O 1.91384 -0.67761 -1.54168 0.2 1.2 0.3
H 4.87793 -4.87245 3.91164 0.0 0.3 -0.1
H 5.95120 -0.87756 2.66110 -0.2 -0.2 0.0
C 0.83763 -2.80538 1.54377 0.3 -0.8 -0.4
C 1.78171 0.51444 -1.20693 -0.2 -1.1 0.4
C -0.15528 -2.75055 -0.56995 0.9 0.1 0.3
C -6.10784 2.34186 -2.92331 0.1 0.2 0.0
C 3.24918 -3.57393 3.36745 0.3 0.2 0.0
C 0.59118 1.08743 -0.63352 1.4 0.7 -1.1
O 0.09921 3.23812 0.27631 0.2 -0.5 -1.4
H -5.00314 0.97989 0.68781 0.3 0.0 -0.3
H -2.79830 -0.09081 1.21240 -0.1 0.3 -0.1
H 3.53286 -0.34418 2.30118 0.2 -0.3 0.2
S 3.95085 3.83231 -1.91055 -0.3 -0.6 -0.1
H 4.84968 1.56426 -1.91204 -0.1 -0.3 0.0
H -0.24419 -4.64606 2.04938 -0.1 0.2 -0.1
H -1.12557 -3.14604 2.42085 0.1 -0.2 -0.1
H -2.07816 -3.10165 0.35199 0.0 -0.3 -0.2
C 5.19484 -1.63868 2.85905 -0.2 -0.1 0.0
H 1.62147 -3.51881 1.20588 -0.1 0.0 0.4
C -4.38158 1.60531 -1.30620 0.3 0.3 -0.1
H 6.63159 -3.14473 3.45703 -0.3 0.1 0.0
C -2.09889 1.03842 -1.92757 -0.2 0.1 0.3
H -1.22514 -4.59506 -0.15118 -0.2 0.1 0.1
H 1.77577 4.87577 -2.70775 -0.3 0.0 0.1
H -1.28620 0.99029 -2.66083 -0.3 0.2 0.3
C 5.57739 -2.90923 3.30510 -0.3 0.1 0.0
H -0.62760 -2.08719 -1.29189 -0.2 -0.2 -0.1
H 4.02722 0.08473 -2.53399 0.1 0.1 0.2
H -5.66959 1.57837 -3.57415 -0.2 0.2 0.2
H -7.11427 2.87946 -0.33790 0.1 0.2 0.1
N 1.37481 3.12633 -1.67077 0.4 0.7 0.7
C -2.95241 0.45471 0.27944 0.0 0.3 0.0
C 2.70707 2.73876 -1.67485 0.0 -0.2 0.3
C -1.84068 0.61216 -0.59331 0.6 0.0 0.1
C -6.12488 3.22908 -0.66009 -0.3 -0.3 0.3
C 4.14683 0.76188 -1.68316 0.3 0.0 0.1
H 4.49040 0.19391 -0.81345 0.0 0.0 -0.2
H 1.19558 -0.94432 2.63152 0.0 -0.3 0.0
N 2.87118 1.39605 -1.37403 0.3 0.5 -0.8
C -3.35869 1.48714 -2.28712 0.2 -0.3 0.1
H -5.95651 3.33567 -3.36952 0.0 -0.2 -0.1
H 1.34941 -1.45868 0.04528 -0.2 -0.5 0.1
H -0.40128 -0.12209 0.84592 -0.2 -0.4 -0.8
C 2.85973 -2.29421 2.94386 0.1 0.1 0.1
C -4.17529 1.01975 -0.02519 0.2 -0.1 0.0
C 4.59919 -3.87859 3.55987 -0.2 0.2 -0.1
C 1.11100 4.54211 -1.91137 0.0 0.2 0.2
C 0.62275 2.55101 -0.59506 -1.3 0.0 0.2
H 0.83242 -2.35012 3.66072 0.2 0.2 -0.2
H -6.24880 4.19962 -1.16198 0.1 -0.2 0.1
H -3.54596 1.81620 -3.31051 0.1 0.0 0.4
H 0.56334 -3.39562 -1.10611 -0.2 0.1 0.0
N -5.54132 2.28244 -1.58996 0.2 -0.3 -0.1
C 1.37594 -2.02366 2.75773 0.1 -0.3 0.2
H 1.32072 5.10892 -1.00069 0.0 0.1 -0.2
C 3.84088 -1.32902 2.66922 -0.1 -0.5 0.2
C -0.46133 -3.63112 1.69297 0.1 0.3 0.2
C -0.50188 0.38808 -0.11476 -2.1 0.7 1.2
N 0.54262 -1.94477 0.43709 -0.2 0.2 -0.5
H 2.47615 -4.33154 3.53780 0.3 0.3 0.0
H -5.48853 3.37535 0.21819 -0.1 -0.1 -0.2
H 0.06516 4.67397 -2.19425 0.1 -0.1 0.1
```
Forces are in eV/Å.

The value obtained for the electronic energy is -48369.8707 eV. The relative energy (zero: lowest compared OMol25 entry of this formula, charge and spin) comes out at 450.0 kJ/mol. Its total charge is 0. The SMILES is CN1C(=O)C(=Cc2ccc(N(C)C)cc2)C(=O)N(C)C1=S.c1ccc(C[C@H]2CCCN2)cc1. The HOMO energy comes out at -0.281 hartree. As for the frontier orbital gap: 6.1392 eV. As for the largest force on an atom: 2.50 eV/Å.

---

(2)
This record from OMol25 describes an isolated molecule of C26H32N4O3S in a non-equilibrium geometry. The level of theory is ωB97M-V/def2-TZVPD.

The geometry in XYZ format:
```
66
Properties=species:S:1:pos:R:3:forces:R:3
N -4.29721 0.37099 0.97890 -0.2 -0.3 0.9
C -3.39469 -0.58945 1.00646 -0.1 0.1 -0.2
C -0.26367 4.89143 1.27475 0.2 -0.1 0.2
H -2.78000 1.69147 -2.52417 0.0 0.1 -0.1
H -2.23234 -1.02990 2.72210 0.1 0.0 0.1
H 4.21674 2.06820 -0.70660 0.1 0.1 0.1
H 1.14974 -2.37589 -1.14132 0.2 0.0 0.0
C 0.94663 3.98639 1.51273 0.0 0.1 -0.2
O -1.04493 -1.58039 -2.01007 0.0 0.2 0.1
C 0.01703 -0.15670 0.72512 0.2 0.9 0.1
C 3.32368 0.12992 -0.76481 0.0 0.0 0.0
H 5.03586 0.01170 0.51954 0.0 0.0 0.0
H -2.92662 -2.44106 1.90580 0.0 -0.1 0.1
C 3.54213 1.41617 -1.24288 0.0 0.0 0.0
C 2.13516 4.43321 0.65889 -0.1 0.0 0.3
H 0.65717 -0.48184 2.75480 0.0 -0.1 0.1
C 0.13291 2.13439 -0.00615 -0.1 -0.1 0.1
C -0.16039 0.81124 -0.26158 0.1 0.2 0.1
H 3.00234 3.81171 0.86861 0.1 0.0 0.0
C -2.76753 -0.68633 -0.25384 0.3 -0.2 -0.3
C 0.61149 2.54209 1.23332 0.1 0.0 0.3
C 2.91412 1.86402 -2.38862 0.0 0.1 0.0
H 0.02131 -3.49446 0.68096 0.1 0.0 0.2
N -4.27186 0.89094 -0.25167 0.7 -0.5 -0.5
H 4.21140 -2.14643 1.66514 0.0 0.0 -0.2
C 3.99676 -0.32323 0.50303 0.0 -0.2 0.1
H -0.00114 2.85580 -0.79818 0.0 0.1 -0.1
O 2.18081 -2.53900 2.61141 -0.1 0.0 0.2
H 4.58083 -2.33403 -0.07013 0.0 0.0 0.0
C 1.82919 -0.25859 -2.61092 0.1 0.0 0.0
H -2.39823 -0.00393 -2.88791 0.0 0.1 -0.1
N -0.28461 -1.48570 0.43448 -0.9 -0.5 -0.5
C 2.19251 -2.11526 -0.97015 -0.1 -0.2 -0.3
H 3.09673 2.86683 -2.74657 0.0 0.1 0.0
C 2.05497 1.02286 -3.07629 -0.1 0.0 -0.1
C -3.13835 0.66404 -2.45621 0.0 0.0 0.0
H 2.38875 5.46892 0.87510 0.1 0.1 0.0
H 1.14274 -0.91418 -3.12498 -0.1 -0.1 -0.1
C -5.15155 1.96753 -0.59983 -0.3 0.3 -0.2
C 2.45411 -0.70916 -1.45546 0.0 0.0 -0.1
H 1.55976 1.36652 -3.97245 0.0 0.0 -0.1
H -0.49250 0.51060 -1.23970 0.1 0.1 -0.1
N 2.56255 -2.26443 0.41686 0.3 0.0 -0.2
C 0.49724 0.23994 1.97047 -0.1 -0.4 -0.1
O -1.93040 -3.17090 -0.38498 0.0 0.0 0.3
C -3.11362 -1.41250 2.20693 -0.1 0.1 0.1
H -1.11360 4.54819 1.86059 -0.1 0.0 0.0
H -4.06474 0.58847 -3.02524 0.0 0.0 -0.1
H -3.95868 -1.36846 2.88821 0.0 0.0 0.1
H 1.90163 4.34552 -0.39913 0.0 0.0 -0.2
C 3.92858 -1.84191 0.65679 0.3 0.2 0.4
S -1.50452 -1.83198 -0.66933 -0.3 0.2 0.1
C 0.24726 -2.57271 1.22170 -0.1 -0.4 0.3
H -0.23132 -2.63668 2.20778 0.2 0.0 -0.1
C -3.36297 0.28585 -1.04232 0.0 -0.1 0.0
H -5.74288 2.20283 0.28190 0.0 0.0 -0.1
H -4.58089 2.84728 -0.90226 0.0 0.0 0.0
H -0.03189 5.91362 1.56623 0.0 0.1 0.0
H 2.80852 -2.81394 -1.55721 -0.1 0.0 0.1
C 0.79046 1.57063 2.20755 0.0 0.2 -0.1
H -0.54626 4.89180 0.22507 -0.1 0.0 -0.1
C 1.75160 -2.45048 1.47382 -0.3 -0.2 0.0
H 1.16650 1.85446 3.18060 0.0 0.0 0.1
H -5.81482 1.67540 -1.41595 0.0 0.0 0.0
H 3.48222 0.14010 1.35137 0.1 0.0 0.0
H 1.23201 4.07191 2.56717 0.0 -0.1 -0.1
```
Forces are in eV/Å.

The value obtained for the electronic energy is -50420.3655 eV. The relative energy (zero: lowest compared OMol25 entry of this formula, charge and spin) comes out at 94.9 kJ/mol. Its total charge is 0. The SMILES is Cc1nn(C)c(C)c1S(=O)(=O)N(CC(=O)N1CCc2ccccc2C1)c1ccc(C(C)C)cc1. The HOMO energy comes out at -0.303 hartree. As for the frontier orbital gap: 8.7801 eV. As for the largest force on an atom: 1.18 eV/Å.

---

(3)
This record from OMol25 describes an isolated molecule of C26H32N4O4S. The level of theory is ωB97M-V/def2-TZVPD.

The geometry in XYZ format:
```
67
Properties=species:S:1:pos:R:3:forces:R:3
C -7.04583 -1.40814 -2.09893 -0.2 0.2 -0.1
N 5.85262 1.13391 2.06631 0.1 0.0 0.0
H -10.33193 -3.96908 -4.90658 0.0 0.0 0.0
H 4.00980 0.50525 2.72910 0.0 -0.1 -0.1
C -9.90934 -3.16435 -5.51734 -0.1 -0.2 -0.1
C -8.04373 -1.24995 -3.03788 -0.1 -0.1 -0.2
H -9.00363 1.84469 -2.86109 0.1 0.0 0.1
O -9.43927 -2.10385 -4.72338 0.3 0.2 0.3
H -5.11169 -3.95483 -0.89397 0.1 0.0 -0.1
C -6.84261 -3.72576 -2.67985 0.2 0.2 0.3
C 10.04641 3.26803 3.35002 -0.2 0.0 -0.3
H -6.75328 -0.57885 -1.48186 0.0 0.1 0.0
C -2.02683 -1.99382 0.83572 -0.2 0.0 -0.2
C -1.03414 0.17441 0.58006 0.1 -0.1 0.0
H -9.11875 -3.57114 -6.15685 0.0 0.0 0.0
N 8.00071 2.95040 1.88192 -0.1 -0.1 0.0
H 5.37289 3.12344 1.49317 0.0 0.0 0.1
H 6.98387 -0.07549 0.80985 0.0 0.0 0.0
H -0.70008 -3.57078 1.37133 0.1 -0.1 0.0
H 8.47868 0.95956 2.45751 0.0 0.0 -0.1
C -8.45211 -2.35244 -3.82686 0.0 0.1 0.0
C 0.22130 -0.35368 0.85338 -0.4 -0.1 0.1
H -7.30633 1.33195 -2.67691 0.0 0.0 0.0
C -5.36338 -2.89968 -0.95189 0.6 0.3 0.5
C 8.18358 1.54796 1.57210 -0.1 -0.1 -0.2
H 1.29308 -2.13977 1.41975 0.1 0.0 0.0
C 5.66861 2.53795 2.37852 0.1 0.1 0.3
H -3.46221 0.94242 0.40598 -0.1 -0.2 0.0
H 4.89222 2.63159 3.14015 0.0 0.0 0.0
H 10.36157 2.23061 3.26951 0.1 -0.1 0.1
H -6.38244 -4.69433 -2.55086 0.1 -0.1 0.0
C 1.37033 0.60009 0.87241 0.1 -0.1 -0.1
C -6.41989 -2.64647 -1.90059 -0.6 -0.1 -0.5
H 6.60378 1.52763 0.11687 0.0 -0.1 0.0
C -7.83762 -3.58000 -3.62818 -0.3 0.1 -0.3
C 0.34034 -1.71059 1.14801 0.1 0.2 0.0
C -0.77766 -2.52061 1.13679 -0.2 0.1 -0.1
H -8.51153 0.87665 -1.44661 0.0 0.0 0.0
H 6.87211 4.15751 3.13998 0.0 0.0 0.0
H 3.51135 1.86861 0.69587 0.1 -0.1 -0.1
H 9.84272 3.58246 1.22760 0.0 0.1 0.0
H 8.94923 4.73996 2.22185 0.1 0.0 -0.1
H -1.11789 1.23415 0.38959 0.0 0.1 0.0
C 9.22425 3.68527 2.12470 0.2 0.0 0.1
H 2.63691 -0.91997 0.34390 -0.2 0.1 0.0
S -3.43827 -3.04003 0.85155 -0.1 0.2 0.2
N -3.41060 -0.06796 0.34714 -0.1 0.4 0.0
H -8.13209 -4.43794 -4.21161 -0.1 0.0 -0.1
H -10.69267 -2.73815 -6.14207 0.1 -0.1 0.0
H 10.93373 3.89169 3.42072 0.1 0.0 0.1
C -2.16480 -0.63082 0.56667 0.6 -0.4 0.1
C -4.60560 -0.66531 0.05246 -0.2 0.4 0.0
H 7.24992 2.55435 3.83174 0.0 0.1 0.0
C 4.63546 0.39689 1.83777 -0.2 0.1 -0.2
H 9.46831 3.38891 4.26274 0.0 0.0 0.1
C 6.98802 3.09674 2.90761 -0.3 0.1 -0.1
C -8.35008 1.04536 -2.51533 0.1 0.2 0.1
O -8.70045 -0.08462 -3.27944 0.0 -0.4 -0.2
H 8.95960 1.45286 0.80904 0.0 0.0 0.0
N 2.56906 0.06447 0.54307 0.2 -0.3 0.0
C 3.79619 0.81829 0.61012 0.3 0.2 0.3
O -5.59879 0.03527 -0.02513 -0.1 0.0 0.0
O 1.22420 1.77940 1.13312 -0.1 0.2 0.1
H 4.90423 -0.66076 1.73734 -0.1 0.0 0.1
H 4.36613 0.66728 -0.31111 -0.1 0.1 0.0
C 6.86553 0.98592 1.04100 0.3 -0.1 0.1
C -4.59119 -2.12275 -0.15971 0.2 -0.9 -0.1
```
Forces are in eV/Å.

The value obtained for the electronic energy is -52466.7820 eV. The relative energy (zero: lowest compared OMol25 entry of this formula, charge and spin) comes out at 189.5 kJ/mol. Its total charge is 0. The SMILES is CCN1CCN(CCNC(=O)c2ccc3c(c2)NC(=O)/C(=C\c2ccc(OC)c(OC)c2)S3)CC1. The HOMO energy comes out at -0.279 hartree. As for the frontier orbital gap: 7.6878 eV. As for the largest force on an atom: 0.95 eV/Å.

---

Which formula does entry 2 have? C26H32N4O3S

---

The highest electronic energy belongs to which entry? C26H32N4O2S

---

total charge of number 3 (C26H32N4O4S)? 0